A molecular structure, C2H2LiO2Zn in a non-equilibrium geometry, computed with the ωB97M-V functional and the def2-TZVPD basis.

Last column: Löwdin charge in e.
Element x y z (Å)
C (-2.46802, 1.53585, 1.89036)  -0.106
C (-1.49984, 0.84163, 2.58208)  -0.110
O (-1.29207, -0.46677, 2.30167)  -0.128
O (-2.36486, 1.67760, 0.55471)  0.066
H (-3.43937, 1.30532, 2.42572)  0.171
Zn (2.40225, -0.98769, 1.46718)  0.518
Li (0.49808, -1.25176, 3.14577)  0.447
H (-0.77817, 1.38017, 3.20950)  0.142

Computed properties:
Kohn-Sham gap in eV: 8.37
Energy above the lowest of the compared OMol25 structures with the same formula, charge and spin in kJ/mol: 222.5
Net charge: +1
Largest force on an atom in eV Å⁻¹: 9.62
Lowest unoccupied orbital energy in eV: -5.378
E in a.u.: -2014.39199
Multiplicity: 1
HOMO energy in eV: -13.7

=====

A molecular structure, C4H9LuMgO4 in a non-equilibrium geometry, computed with the ωB97M-V functional and the def2-TZVPD basis.

Last column: Löwdin charge in e.
Element x y z (Å)
O (-0.09849, -2.88568, -0.89305)  -0.581
Lu (-1.21187, -2.68104, -2.79521)  1.690
O (-0.55809, -0.61389, -2.06856)  -0.521
C (0.36010, 0.37254, -2.36089)  -0.377
O (0.67997, 1.16296, -1.23791)  -0.157
C (1.24632, 0.43453, -0.11693)  -0.253
C (0.64240, 0.98600, 1.14283)  -0.221
O (-0.60814, 0.26964, 1.37059)  -0.312
C (-1.38381, 0.68245, 2.47163)  -0.074
Mg (-0.35409, -1.11721, -0.11635)  0.777
H (-0.06106, 1.04162, -3.13155)  0.135
H (1.31522, -0.05633, -2.73115)  0.132
H (2.33722, 0.57164, -0.09998)  0.097
H (0.79255, -3.38866, -0.79561)  0.090
H (0.38378, 2.05910, 1.08943)  0.138
H (1.29429, 0.81012, 2.01347)  0.133
H (-2.26331, 0.03112, 2.52362)  0.096
H (-0.80353, 0.59660, 3.40365)  0.105
H (-1.70946, 1.72450, 2.33198)  0.105

Computed properties:
Kohn-Sham gap (alpha / beta) in eV: 6.14 / 4.83
Net charge: +1
Largest force on an atom in eV Å⁻¹: 3.92
Lowest unoccupied orbital energy (alpha / beta) in eV: -4.380 / -5.670
E in a.u.: -1894.13344
Multiplicity: 2
HOMO energy (alpha / beta) in eV: -10.5 / -10.5

=====

5 unconnected molecules or ions with the total composition H12NO4 in a non-equilibrium geometry, computed with the ωB97M-V functional and the def2-TZVPD basis.

Last column: Löwdin charge in e.
Element x y z (Å)
N (0.15553, 0.77544, -0.66113)  0.315
H (0.05487, 0.33054, 0.28519)  0.104
H (-0.53035, 0.41223, -1.32168)  0.119
H (1.17023, 0.65683, -0.80682)  0.104
H (-0.00514, 1.75513, -0.43949)  0.160
H (-2.59324, -0.56189, 4.20934)  0.154
H (-2.93511, -1.65702, 3.29965)  0.162
O (-2.59516, -0.72673, 3.23877)  0.205
H (-0.69138, -1.75011, -3.15351)  0.074
H (-1.03872, -0.53204, -3.90669)  0.075
O (-0.47493, -0.80153, -3.16726)  -0.027
H (3.49509, 0.46097, -0.98326)  0.074
H (3.51434, 1.32178, -2.17698)  0.093
O (2.97325, 1.17197, -1.38394)  -0.015
H (0.54393, -0.57670, 2.45926)  0.148
H (-0.94377, -0.37656, 2.36611)  0.077
O (-0.09942, 0.09770, 2.14245)  0.178

Computed properties:
Kohn-Sham gap (alpha / beta) in eV: 11.35 / 2.45
Energy above the lowest of the compared OMol25 structures with the same formula, charge and spin in kJ/mol: 35.3
Net charge: +2
Largest force on an atom in eV Å⁻¹: 2.80
Lowest unoccupied orbital energy (alpha / beta) in eV: -7.395 / -15.839
E in a.u.: -362.12053
Multiplicity: 2
HOMO energy (alpha / beta) in eV: -18.7 / -18.3

=====

A single C6H7P molecule, computed with the ωB97M-V functional and the def2-TZVPD basis.

Last column: Löwdin charge in e.
Element x y z (Å)
P (-1.56620, -1.53227, -1.54416)  0.819
C (-0.54113, -0.48259, -0.44323)  -0.538
C (-1.17785, 0.36235, 0.45916)  -0.132
C (-0.43161, 1.16596, 1.32074)  -0.087
C (0.95311, 1.10529, 1.27274)  -0.095
C (1.59979, 0.24775, 0.38801)  -0.088
C (0.85659, -0.54077, -0.48472)  -0.119
H (-1.45793, -0.75511, -2.71713)  -0.113
H (-0.61203, -2.50933, -1.89135)  -0.118
H (-2.25479, 0.38473, 0.50358)  0.089
H (-0.93448, 1.81601, 2.01591)  0.098
H (1.54369, 1.71850, 1.93430)  0.098
H (2.67614, 0.21136, 0.37376)  0.098
H (1.34671, -1.19186, -1.18760)  0.088

Computed properties:
Kohn-Sham gap in eV: 10.09
Energy above the lowest of the compared OMol25 structures with the same formula, charge and spin in kJ/mol: 0.0
Net charge: 0
Largest force on an atom in eV Å⁻¹: 0.79
Lowest unoccupied orbital energy in eV: 1.046
E in a.u.: -574.16097
Multiplicity: 1
HOMO energy in eV: -9.0

=====

A single C4H9NO2 molecule, computed with the ωB97M-V functional and the def2-TZVPD basis.

Last column: Löwdin charge in e.
Element x y z (Å)
C (2.10859, 0.70420, -0.31708)  -0.093
O (1.16460, -0.15523, 0.29623)  -0.191
C (-0.00958, 0.16962, 1.03962)  -0.155
C (-1.09114, -0.31105, 0.10835)  -0.331
N (-1.60891, 0.45518, -0.76811)  0.049
O (-1.18757, 1.77985, -0.56955)  -0.084
C (-1.25118, -1.79717, -0.00906)  -0.033
H (2.40205, 0.21242, -1.25607)  0.088
H (1.78353, 1.71937, -0.58429)  0.085
H (3.00821, 0.76510, 0.31186)  0.081
H (-0.12918, 1.21649, 1.32820)  0.120
H (-0.02240, -0.43418, 1.95863)  0.126
H (-1.39447, 2.20333, -1.40998)  0.093
H (-1.72543, -2.25511, 0.86626)  0.082
H (-0.24134, -2.21586, -0.08439)  0.085
H (-1.80576, -2.05695, -0.91062)  0.079

Computed properties:
Kohn-Sham gap in eV: 10.31
Energy above the lowest of the compared OMol25 structures with the same formula, charge and spin in kJ/mol: 360.0
Net charge: 0
Largest force on an atom in eV Å⁻¹: 0.64
Lowest unoccupied orbital energy in eV: 0.949
E in a.u.: -362.94844
Multiplicity: 1
HOMO energy in eV: -9.4

=====

A molecular structure, C2H2FNO2S in a non-equilibrium geometry, computed with the ωB97M-V functional and the def2-TZVPD basis.

Last column: Löwdin charge in e.
Element x y z (Å)
C (0.66194, 0.22652, 0.00137)  -0.212
C (1.40115, 1.20970, 0.36471)  0.072
N (0.30129, -0.74182, -0.71372)  -0.022
O (-1.58521, -2.41624, -0.70319)  -0.235
O (-1.70963, 0.14200, -1.05625)  -0.225
F (-1.04154, -0.56805, 1.10692)  -0.206
S (-1.19793, -1.02794, -0.47222)  0.644
H (2.18875, 0.89441, 0.93331)  0.045
H (0.98117, 2.28142, 0.53907)  0.139

Computed properties:
Kohn-Sham gap in eV: 10.26
Energy above the lowest of the compared OMol25 structures with the same formula, charge and spin in kJ/mol: 196.1
Net charge: 0
Largest force on an atom in eV Å⁻¹: 4.16
Lowest unoccupied orbital energy in eV: -0.243
E in a.u.: -780.55850
Multiplicity: 1
HOMO energy in eV: -10.5

=====

2 unconnected molecules or ions with the total composition C13H18BN4O3 in a non-equilibrium geometry, computed with the ωB97M-V functional and the def2-TZVPD basis.

Last column: Löwdin charge in e.
Element x y z (Å)
C (1.81950, -4.56148, -0.23980)  0.089
C (2.03354, -3.57139, 0.39538)  -0.243
N (2.54677, -2.42490, 0.91922)  0.070
C (1.91079, -1.16440, 0.44124)  -0.276
C (2.58380, -0.59961, -0.80036)  -0.119
C (2.61132, -1.51363, -1.99227)  -0.253
N (3.58919, -2.26085, -2.29467)  0.079
B (0.33264, -1.38694, 0.25393)  -0.541
O (-0.45330, -1.61405, 1.36532)  0.168
N (-0.35914, -1.33273, -1.06317)  -0.097
C (-0.88298, -2.67124, -1.42708)  -0.089
C (-1.53118, -0.43345, -0.91375)  -0.086
C (2.04773, -0.13225, 1.60058)  -0.654
O (1.86749, 1.06843, 1.30645)  -0.032
O (2.34557, -0.62306, 2.73029)  -0.057
H (1.51527, -5.39805, -0.80950)  0.011
H (2.43762, -2.47381, 1.93057)  0.111
H (3.60494, -0.30651, -0.56841)  0.125
H (2.03776, 0.29920, -1.06594)  0.116
H (1.74514, -1.56773, -2.63955)  0.090
H (4.32963, -2.14699, -1.60218)  0.037
H (-0.06141, -2.26024, 1.95752)  0.109
H (-0.20204, -3.12412, -2.14484)  0.070
H (-0.96418, -3.34204, -0.57596)  0.076
H (-1.83272, -2.54901, -1.93533)  0.074
H (-1.91821, -0.16136, -1.89176)  0.080
H (-2.33175, -0.96241, -0.39105)  0.078
H (-1.28808, 0.44443, -0.32546)  0.075
N (-1.34973, 4.22355, -0.21693)  0.059
C (-1.28961, 3.44725, 0.86581)  -0.135
C (-2.26727, 3.43657, 1.85209)  -0.067
C (-3.35984, 4.27382, 1.70986)  -0.096
C (-3.43578, 5.08719, 0.59021)  -0.093
C (-2.40840, 5.02108, -0.33790)  -0.173
H (-0.41345, 2.80781, 0.94200)  0.103
H (-2.16683, 2.78398, 2.70809)  0.104
H (-4.14157, 4.29295, 2.45929)  0.098
H (-4.27162, 5.75732, 0.43840)  0.092
H (-2.42959, 5.63868, -1.23034)  0.096

Computed properties:
Kohn-Sham gap in eV: 7.91
Net charge: -1
Largest force on an atom in eV Å⁻¹: 1.55
Lowest unoccupied orbital energy in eV: 2.796
E in a.u.: -975.80140
Multiplicity: 1
HOMO energy in eV: -5.1

=====

A single C4H7NO molecule, computed with the ωB97M-V functional and the def2-TZVPD basis.

Last column: Löwdin charge in e.
Element x y z (Å)
C (1.97374, 1.15512, 0.69875)  -0.034
C (0.23628, -0.88561, -0.32731)  -0.063
C (-1.28164, -1.20599, -0.42143)  -0.117
N (-1.51233, 0.23056, -0.17825)  0.115
C (-0.20727, 0.50861, -0.00008)  -0.422
O (0.37075, 1.54333, 0.35443)  -0.031
H (2.44074, 1.84514, -0.02846)  -0.031
H (2.00612, 1.72582, 1.64703)  -0.029
H (0.81707, -1.32801, 0.47999)  0.108
H (0.80395, -0.94806, -1.25751)  0.126
H (-1.65364, -1.84601, 0.38572)  0.114
H (-1.64740, -1.55486, -1.39090)  0.111
H (-2.34636, 0.75995, 0.03802)  0.154

Computed properties:
Kohn-Sham gap in eV: 7.69
Energy above the lowest of the compared OMol25 structures with the same formula, charge and spin in kJ/mol: 457.3
Net charge: 0
Largest force on an atom in eV Å⁻¹: 0.49
Lowest unoccupied orbital energy in eV: 0.702
E in a.u.: -286.45748
Multiplicity: 1
HOMO energy in eV: -7.0

=====

2 unconnected molecules or ions with the total composition C4H8N4O2 in a non-equilibrium geometry, computed with the ωB97M-V functional and the def2-TZVPD basis.

Last column: Löwdin charge in e.
Element x y z (Å)
C (0.53984, -2.01179, 0.05198)  -0.436
C (-1.49481, 0.54023, 0.07703)  -0.321
C (-0.10990, 0.50947, 0.09408)  -0.250
C (2.18207, 0.89156, -0.94474)  -0.067
N (0.92089, 0.22159, 1.10538)  0.061
N (1.07325, 1.19452, -0.03960)  -0.094
N (0.00803, -2.61376, 0.93479)  0.221
N (-2.27358, 0.83351, -1.05001)  0.103
O (0.83090, -1.79651, -1.09779)  0.081
O (-2.25678, -0.02141, 1.10022)  0.062
H (3.01443, 0.85745, -0.27086)  0.074
H (1.96105, 0.02989, -1.56511)  0.057
H (2.24365, 1.84960, -1.54881)  0.099
H (0.86238, 0.92828, 1.93438)  0.140
H (-1.78645, 0.00289, 1.86816)  0.034
H (-0.02826, -3.00433, 1.86682)  0.098
H (-3.05729, 1.43557, -0.88078)  0.081
H (-2.62941, 0.15324, -1.63512)  0.055

Computed properties:
Kohn-Sham gap in eV: 8.80
Energy above the lowest of the compared OMol25 structures with the same formula, charge and spin in kJ/mol: 459.3
Net charge: 0
Largest force on an atom in eV Å⁻¹: 4.05
Lowest unoccupied orbital energy in eV: 0.634
E in a.u.: -526.55681
Multiplicity: 1
HOMO energy in eV: -8.2

=====

> Which formula does entry 5 have?

C4H9NO2